No. 1
Below is a cluster of 7 separate species, C20H53BIN2O10 in total, with properties calculated with wB97M-V/def2-TZVPD.

For the frontier orbital gap, the calculation gives 5.7 eV. Its total energy is -53831.743 eV. As for the charge: -1.

The geometry in XYZ format:
```
87
C20H53BIN2O10, DFT wB97M-V/def2-TZVPD
C -5.6950 -2.5821 2.5462
C -4.4563 -2.3506 1.6587
O -4.4264 -3.2144 0.5422
B -4.7534 -2.5551 -0.6414
O -6.0775 -2.0843 -0.7745
C -3.7361 -2.2164 -1.8176
C -3.9605 -0.7538 -2.2350
C -4.2584 -3.0838 -3.0083
O -5.1797 -3.9005 -2.7163
O -3.7244 -2.9318 -4.1200
N -2.3103 -2.5715 -1.6199
I -2.0236 -4.6056 -1.4412
C -1.5969 -1.8555 -0.5717
C -0.9625 -0.4878 -0.9790
C -1.4632 0.7149 -0.1474
N -2.2685 1.7070 -0.9019
H -6.2905 -3.3611 2.0870
H -6.2560 -1.6559 2.6400
H -5.3995 -2.8617 3.5538
H -3.5610 -2.5402 2.2494
H -4.3978 -1.2980 1.3652
H -6.0676 -1.1620 -0.4908
H -3.1085 -0.3316 -2.7535
H -4.3043 -0.1219 -1.4311
H -4.7591 -0.7649 -2.9684
H -2.1543 -1.6960 0.3601
H -0.7521 -2.4785 -0.3006
H -1.0887 -0.2906 -2.0378
H 0.1044 -0.5466 -0.7795
H -2.0609 0.4136 0.7123
H -0.6078 1.2557 0.2538
H -3.2275 1.6435 -0.6047
H -2.1866 1.5439 -1.8914
C 2.0641 4.4457 -1.1800
C 1.4893 4.2126 0.2028
O 1.6457 2.8556 0.6056
H 1.5710 3.7962 -1.9048
H 1.9319 5.4843 -1.4900
H 3.1280 4.2111 -1.2011
H 0.4218 4.4277 0.2170
H 1.9816 4.8613 0.9349
H 2.5862 2.6557 0.6067
C -8.0417 1.3782 -3.0963
C -7.5716 1.4110 -1.6544
O -6.1990 1.0413 -1.5563
H -7.9001 0.3823 -3.5162
H -9.0974 1.6466 -3.1712
H -7.4614 2.0743 -3.7074
H -8.1367 0.7007 -1.0526
H -7.7079 2.4116 -1.2262
H -5.6840 1.6646 -2.0775
C 0.4570 -8.6018 -0.6248
C 1.0580 -7.2155 -0.4721
O 0.5346 -6.5668 0.6817
H -0.6282 -8.5363 -0.7068
H 0.8469 -9.1056 -1.5120
H 0.6798 -9.2174 0.2512
H 0.8152 -6.5985 -1.3364
H 2.1493 -7.2750 -0.3824
H 0.7575 -7.1084 1.4438
C 4.9220 -7.8372 -2.0777
C 5.4524 -7.0945 -0.8658
O 5.0389 -7.7207 0.3477
H 3.8332 -7.8810 -2.0486
H 5.2294 -7.3489 -3.0036
H 5.2866 -8.8677 -2.0901
H 5.0716 -6.0751 -0.8440
H 6.5470 -7.0524 -0.8893
H 5.3804 -8.6190 0.3433
C 5.5984 7.5231 1.4114
C 4.6488 6.9707 0.3639
O 4.4734 5.5633 0.5117
H 6.5685 7.0338 1.3439
H 5.7395 8.5971 1.2873
H 5.2151 7.3385 2.4164
H 5.0428 7.1376 -0.6377
H 3.6707 7.4609 0.4349
H 4.1143 5.4065 1.3895
C 6.7760 8.2040 5.8477
C 7.7029 7.6931 4.7597
O 7.4785 8.3713 3.5260
H 5.7347 8.0756 5.5507
H 6.9413 7.6728 6.7862
H 6.9347 9.2712 6.0203
H 7.5290 6.6340 4.5757
H 8.7493 7.8236 5.0554
H 7.6411 9.3074 3.6733
```


No. 2
Below is a structure of composition C20H53BrClIN6O5P2Si2, with properties calculated with wB97M-V/def2-TZVPD.

For the frontier orbital gap, the calculation gives 8.5 eV. Its total energy is -165780.424 eV.

The geometry in XYZ format:
```
91
C20H53BrClIN6O5P2Si2, DFT wB97M-V/def2-TZVPD
C 8.3357 3.9557 0.6100
C 7.9001 3.2896 -0.6891
C 6.3692 3.3429 -0.8904
Cl 6.0441 3.6704 -2.6337
Si 5.6749 1.6452 -0.4942
O 3.9840 1.6630 -0.4791
Si 3.2672 0.5864 0.5501
Br 4.3867 -1.3719 0.3548
I 3.4921 1.4310 2.8352
C 1.5100 0.2187 0.0913
C 0.7157 1.4318 -0.4405
C -0.1980 2.0599 0.6078
O -1.3665 2.5284 -0.0926
C -2.0763 3.4465 0.5715
C -3.1849 4.0985 -0.2089
O -1.9092 3.7752 1.7282
H 9.4198 3.8883 0.7108
H 7.9261 3.4308 1.4742
H 8.0866 5.0143 0.6505
H 8.4032 3.7958 -1.5104
H 8.2487 2.2520 -0.7147
H 5.9912 4.1277 -0.2386
H 6.2264 1.2557 0.8190
H 6.1553 0.7167 -1.5293
H 1.0268 -0.1628 0.9942
H 1.4887 -0.5996 -0.6272
H 0.0450 1.0540 -1.2128
H 1.3409 2.1769 -0.9288
H 0.3094 2.8770 1.1168
H -0.4978 1.3367 1.3647
H -4.1356 3.9931 0.3068
H -3.2978 3.6432 -1.1923
H -2.9918 5.1590 -0.3461
O 1.4653 -1.1285 -4.9732
P 1.8650 -2.5500 -5.2555
N 0.4390 -3.3600 -4.7651
C 0.2788 -4.5067 -3.9024
C -0.8103 -2.9263 -5.3727
N 3.1900 -2.6415 -4.1436
C 3.1769 -3.5079 -2.9847
C 3.7810 -1.3586 -3.7686
N 2.4802 -3.8581 -6.1435
C 1.6527 -4.8009 -6.8785
C 3.9063 -4.1294 -6.2967
H -0.3069 -5.2971 -4.3917
H -0.2401 -4.2293 -2.9786
H 1.2212 -4.9737 -3.6326
H -0.8830 -3.2160 -6.4303
H -0.9188 -1.8411 -5.3244
H -1.6705 -3.3528 -4.8572
H 2.3479 -3.2770 -2.3015
H 4.1046 -3.4016 -2.4186
H 3.1455 -4.5644 -3.2629
H 3.1855 -0.8624 -2.9914
H 3.8573 -0.6941 -4.6245
H 4.7928 -1.5067 -3.3812
H 1.5336 -5.7260 -6.3068
H 2.1058 -5.0604 -7.8378
H 0.6702 -4.3993 -7.1080
H 4.2244 -4.9227 -5.6150
H 4.5118 -3.2497 -6.1146
H 4.1366 -4.4500 -7.3171
O -4.5284 -1.3868 4.0199
P -5.2701 -0.1101 4.3023
N -4.0062 1.0225 4.1022
C -3.5940 2.1131 4.9567
C -3.2790 0.9887 2.8440
N -5.7063 -0.4576 5.9440
C -5.1934 0.3064 7.0620
C -5.7267 -1.8760 6.2978
N -6.5153 1.0375 4.1835
C -6.4513 2.2166 3.3352
C -7.7908 0.9210 4.8830
H -3.5548 3.0606 4.4035
H -2.5975 1.9265 5.3705
H -4.2757 2.2893 5.7835
H -3.8981 1.3557 2.0116
H -2.9617 -0.0264 2.5923
H -2.3780 1.5981 2.8675
H -4.0979 0.2746 7.1292
H -5.5922 -0.0887 7.9986
H -5.5308 1.3452 7.0312
H -4.7212 -2.2571 6.5104
H -6.1567 -2.4722 5.4980
H -6.3455 -2.0225 7.1875
H -6.1995 3.0989 3.9307
H -7.4114 2.4070 2.8498
H -5.7238 2.1126 2.5354
H -7.8009 1.5507 5.7767
H -8.0059 -0.1002 5.1735
H -8.6198 1.2346 4.2412
```


No. 3
Below is a structure of composition C20H53IrN2O2SbSe2Si3, with properties calculated with wB97M-V/def2-TZVPD.

For the frontier orbital gap (alpha / beta), the calculation gives 5.4 / 4.4 eV. Its total energy is -192365.708 eV. As for the spin multiplicity: 2. As for the charge: +2.

The geometry in XYZ format:
```
84
C20H53IrN2O2SbSe2Si3, DFT wB97M-V/def2-TZVPD
Ir -0.2643 1.9493 0.9642
O -4.5087 2.3888 4.7058
C -3.3828 1.5577 4.8674
C -2.5111 1.7223 3.6005
C -1.3368 0.7772 3.8134
O -0.2641 0.9605 2.8428
C -2.1164 3.1955 3.5498
Se -0.9797 3.8155 2.0893
C -3.3814 1.3716 2.3898
Se -2.4566 0.9634 0.7164
H -5.1015 2.2977 5.4592
H -3.6701 0.5048 4.9646
H -2.8005 1.8394 5.7521
H -1.6735 -0.2593 3.7651
H -0.8892 0.9750 4.7891
H 0.4735 0.3708 3.0324
H -1.6581 3.5374 4.4797
H -3.0233 3.7808 3.3948
H -4.0879 2.1750 2.2018
H -3.9554 0.4694 2.6035
C -0.3156 2.1112 -2.0207
N -0.0792 2.9844 -0.8384
C -0.9826 4.1572 -1.0266
C 1.3251 3.4975 -0.8455
C 2.2974 2.4540 -0.3734
N 1.9514 2.0255 1.0101
C 2.4740 2.9899 2.0115
C 2.6065 0.7231 1.2693
H -0.1562 2.6942 -2.9300
H -1.3415 1.7554 -1.9906
H 0.3507 1.2587 -2.0005
H -0.7770 4.6064 -1.9990
H -0.8101 4.9052 -0.2596
H -2.0158 3.8194 -0.9918
H 1.3518 4.3558 -0.1726
H 1.5770 3.8530 -1.8472
H 3.3165 2.8506 -0.3981
H 2.2631 1.5659 -1.0056
H 3.5594 3.0713 1.9153
H 2.2320 2.6339 3.0107
H 2.0260 3.9702 1.8747
H 3.6873 0.8199 1.1314
H 2.2118 -0.0309 0.5980
H 2.4421 0.4225 2.3044
C 1.9792 -0.0247 -3.9621
Si 2.2862 -1.4331 -2.7616
C 3.8359 -1.1020 -1.7614
C 2.4452 -3.0460 -3.6722
Sb 0.3190 -1.4380 -1.0979
Si 0.7921 -3.4013 0.4910
C 2.0856 -2.7911 1.7022
C -0.7875 -3.7618 1.4147
C 1.4110 -4.8954 -0.4254
Si -1.7792 -2.0541 -2.4637
C -1.3639 -3.3776 -3.7026
C -3.0809 -2.6205 -1.2583
C -2.3662 -0.5074 -3.3323
H 2.5579 -0.1853 -4.8752
H 2.2894 0.9394 -3.5495
H 0.9287 0.0486 -4.2518
H 4.7211 -1.2551 -2.3843
H 3.9171 -1.7796 -0.9083
H 3.8768 -0.0773 -1.3872
H 3.2957 -2.9912 -4.3576
H 1.5543 -3.2706 -4.2590
H 2.6133 -3.8814 -2.9922
H 1.6574 -2.0561 2.3900
H 2.9490 -2.3432 1.2062
H 2.4517 -3.6272 2.3036
H -1.2796 -2.8477 1.7557
H -0.5664 -4.3806 2.2890
H -1.4960 -4.3119 0.7952
H 2.3899 -4.7150 -0.8726
H 0.7258 -5.1907 -1.2221
H 1.5100 -5.7388 0.2636
H -0.8646 -4.2308 -3.2401
H -0.7144 -2.9943 -4.4915
H -2.2826 -3.7378 -4.1739
H -2.8390 -3.5921 -0.8273
H -4.0360 -2.7185 -1.7820
H -3.2134 -1.9094 -0.4409
H -1.5724 -0.0010 -3.8859
H -2.8145 0.1956 -2.6262
H -3.1417 -0.7813 -4.0532
```


No. 4
Below is a structure of composition C20H53LiO7Zn, with properties calculated with wB97M-V/def2-TZVPD.

For the frontier orbital gap, the calculation gives 3.6 eV. Its total energy is -84537.483 eV. As for the charge: +2.

The geometry in XYZ format:
```
82
C20H53LiO7Zn, DFT wB97M-V/def2-TZVPD
Li 1.3544 1.8693 -0.7421
Zn 0.9703 0.9669 2.6221
C -1.2835 -1.0150 0.4172
C 0.0453 -0.4861 -0.0765
O 0.5643 0.6126 0.6533
H -1.3219 -1.3467 1.4595
H -1.4970 -1.9292 -0.1428
H -2.1556 -0.3762 0.2763
H -0.1110 -0.1215 -1.1009
H 0.7727 -1.2937 -0.1802
C -3.8216 3.0491 4.0727
C -4.1557 1.7502 3.3719
C -3.7137 1.7335 1.8997
O -3.5755 0.6473 4.0666
H -4.4093 3.8974 3.7200
H -2.7617 3.3224 4.0745
H -4.0490 2.9942 5.1391
H -5.2295 1.5763 3.2868
H -4.0658 2.6637 1.4512
H -4.1664 0.9786 1.2534
H -2.6468 1.4852 1.9174
H -2.6382 0.6758 3.8495
C 3.8237 -2.4320 1.0320
C 3.9017 -3.0171 2.4282
C 5.0712 -2.6811 3.3475
O 2.6900 -2.7563 3.1235
H 2.8934 -2.6331 0.4922
H 4.5444 -2.7839 0.2899
H 3.8982 -1.3404 0.9368
H 4.0805 -4.0909 2.3359
H 5.0296 -3.3059 4.2388
H 5.2204 -1.6175 3.5486
H 6.0232 -3.0204 2.9286
H 2.7528 -1.8429 3.4150
C 3.6892 0.9772 -4.2743
C 3.3221 0.4987 -2.8761
C 4.4330 0.7132 -1.8770
O 2.1611 1.1872 -2.4310
H 4.0259 2.0129 -4.2379
H 2.7886 1.0373 -4.8953
H 4.2814 0.1997 -4.7530
H 3.1254 -0.5768 -2.9408
H 4.4913 1.7543 -1.5590
H 5.3912 0.2968 -2.1807
H 4.1790 0.0991 -1.0049
H 1.4545 1.1414 -3.0950
C -2.0724 -0.0498 -3.6675
C -0.9400 0.3119 -4.6669
C -1.5116 0.5658 -6.0819
O -0.2148 1.4284 -4.1632
H -2.6477 -0.9117 -4.0025
H -2.7490 0.8056 -3.6898
H -1.6147 -0.3037 -2.7110
H -0.3585 -0.6069 -4.7760
H -0.6144 0.6978 -6.6927
H -2.0478 1.5175 -6.0884
H -2.1169 -0.2217 -6.5204
H -0.1715 2.0934 -4.8632
C -1.1930 3.8285 0.0431
C -1.2988 3.0761 -1.2661
C -2.0189 3.9616 -2.2947
O 0.0291 2.8921 -1.8276
H -0.5309 4.6941 0.0426
H -0.7422 3.1692 0.7977
H -2.1931 4.1088 0.3674
H -1.7042 2.0637 -1.1936
H -3.0790 3.9459 -2.0285
H -2.0698 3.5091 -3.2880
H -1.5468 4.9378 -2.3613
H -0.1467 2.5132 -2.7070
C -0.4426 -4.1014 2.2008
C -1.1638 -3.4788 3.3777
C -1.8617 -4.4783 4.3039
O -0.1713 -2.7695 4.1701
H 0.1703 -3.3533 1.6938
H -1.2320 -4.4263 1.5187
H 0.1952 -4.9515 2.4375
H -1.9172 -2.7273 3.1278
H -1.9869 -4.0711 5.3059
H -1.2650 -5.3899 4.3475
H -2.8686 -4.7389 3.9760
H 0.7208 -3.0138 3.8993
```


> What is the total energy in the third record?

-192365.708 eV


> The lowest total energy belongs to which entry?

C20H53IrN2O2SbSe2Si3


> Which value of total energy does entry 4 give?

-84537.483 eV